1.
23
Properties=species:S:1:pos:R:3 method="wB97M-V/def2-TZVPD" max_force_ev_per_a=1.26 smiles=CNCCO.O.O.O multiplicity=1 gap_ha=0.3664 charge=0
C -1.96 -1.56 0.91
N -1.43 -0.31 0.34
C -0.35 0.31 1.11
C -0.26 1.78 0.83
O 0.23 1.96 -0.50
H -1.55 -1.70 1.91
H -1.68 -2.42 0.31
H -3.05 -1.53 0.97
H -2.17 0.34 0.11
H -0.46 -0.01 2.15
H 0.61 -0.14 0.84
H -1.26 2.23 0.91
H 0.41 2.37 1.44
H -0.34 1.60 -1.19
H -0.96 -0.29 -1.52
H -0.61 -0.52 -3.03
O -0.90 0.12 -2.39
H 3.46 1.81 -1.04
H 2.05 1.33 -0.69
O 3.00 1.12 -0.55
H 2.62 -1.45 -0.60
H 2.09 -2.89 -0.37
O 2.52 -2.15 0.05

---

2.
23
Properties=species:S:1:pos:R:3 method="wB97M-V/def2-TZVPD" max_force_ev_per_a=6.22 smiles=CNCCO.O.O.O multiplicity=1 gap_ha=0.3743 charge=0
C -2.60 -1.42 0.35
N -1.44 -0.61 0.81
C -0.22 -1.34 1.07
C 0.82 -0.57 1.90
O 1.10 0.71 1.32
H -2.31 -2.48 -0.09
H -3.04 -0.88 -0.51
H -3.33 -1.61 1.12
H -1.63 -0.07 1.61
H -0.57 -2.29 1.68
H 0.30 -1.71 0.17
H 0.47 -0.31 2.87
H 1.69 -1.19 2.13
H 0.38 0.76 0.57
H -1.30 2.00 -0.40
H -0.38 2.89 0.32
O -0.93 2.89 -0.46
H 2.32 0.77 0.10
H 3.41 1.40 -0.71
O 2.53 1.08 -0.79
H 0.56 -1.58 -2.86
H -0.44 -0.98 -3.86
O 0.53 -0.99 -3.53

---

3.
23
Properties=species:S:1:pos:R:3 method="wB97M-V/def2-TZVPD" max_force_ev_per_a=2.36 smiles="C=CNC.O.O.O.O" multiplicity=1 gap_ha=0.3315 charge=0
C 0.40 1.92 0.76
C -0.24 1.87 -0.40
N -0.87 0.63 -0.73
C -0.90 0.45 -2.17
H 0.44 1.04 1.39
H 0.83 2.79 1.21
H -0.41 2.70 -1.08
H -0.45 -0.21 -0.34
H -0.65 -0.55 -2.52
H -1.89 0.55 -2.65
H -0.31 1.11 -2.78
H 3.52 0.11 2.29
H 2.21 -0.11 1.25
O 2.62 -0.19 2.12
H 1.52 0.18 -1.08
H 1.42 -1.24 -0.30
O 1.93 -0.44 -0.45
H -1.05 -2.11 0.59
H 0.44 -2.33 1.37
O -0.10 -2.33 0.58
H -2.88 -0.58 0.52
H -2.89 -1.76 1.65
O -2.71 -1.50 0.74

---

4.
23
Properties=species:S:1:pos:R:3 method="wB97M-V/def2-TZVPD" max_force_ev_per_a=4.03 multiplicity=1 gap_ha=0.1587 charge=0
C 0.71 1.35 -0.92
C -0.28 0.29 -1.42
N 0.12 -1.04 -0.96
C -0.50 -1.47 0.23
H 0.54 1.41 0.16
H 1.70 0.99 -1.18
H -1.27 0.48 -1.01
H -0.31 0.31 -2.52
H -1.56 -1.27 0.20
H -0.12 -0.81 1.09
H -0.26 -2.50 0.52
H -1.79 1.36 2.00
H -2.69 -0.10 0.54
O -1.60 0.69 1.33
H -4.16 -0.17 0.08
H 0.43 2.33 -1.31
O -3.29 -0.52 -0.14
H 1.14 -1.06 -0.73
H 2.54 0.25 2.35
O 1.85 0.17 1.68
H 2.27 0.11 0.73
H 3.70 -0.37 -0.14
O 2.84 -0.43 -0.57

---

5.
23
Properties=species:S:1:pos:R:3 method="wB97M-V/def2-TZVPD" s2=0.76 max_force_ev_per_a=5.53 multiplicity=2 gap_ha="0.3990 / 0.2808" charge=+1
C -1.79 -1.74 0.81
C -0.44 -1.52 0.09
C 0.77 -1.54 0.78
N 1.94 -1.70 0.00
H -1.58 -2.39 1.69
H -2.48 -2.25 0.10
H -2.07 -0.77 1.22
H -0.38 -1.41 -1.01
H 0.68 -1.55 1.88
H 2.76 -1.39 0.60
H 1.81 -1.50 -0.99
H 0.84 0.05 -2.22
H 2.19 -1.12 -2.49
O 1.53 -0.45 -2.71
H -0.72 4.04 0.67
H -0.76 3.32 2.06
O -0.34 4.13 1.60
H -0.12 1.15 -2.58
H -0.41 1.25 -0.81
O -0.51 1.01 -1.72
H -0.10 2.38 1.16
H -0.51 0.56 0.77
O -0.31 1.44 1.10

---

6.
24
Properties=species:S:1:pos:R:3 method="wB97M-V/def2-TZVPD" max_force_ev_per_a=2.00 smiles="C=CN=C.O.O.O.O.O" multiplicity=1 gap_ha=0.3637 charge=0
C -2.19 -0.61 -0.11
C -1.59 -1.63 -0.69
C -1.76 1.70 -0.12
N -1.59 0.56 0.38
H -3.19 -0.72 0.33
H -0.54 -1.45 -0.89
H -1.98 -2.62 -0.86
H -1.36 2.61 0.30
H -2.27 1.81 -1.08
H 1.00 2.44 -2.13
H 0.43 1.12 -1.90
O 0.32 2.04 -1.58
H 2.49 -0.57 -1.79
H 1.68 0.02 -0.62
O 1.62 -0.45 -1.50
H 0.00 -0.32 3.14
H -0.57 -0.21 1.75
O 0.23 -0.50 2.23
H 1.09 1.72 -0.09
H 1.03 0.82 1.28
O 1.58 1.20 0.57
H 1.33 -1.70 1.15
H 1.63 -2.55 -0.05
O 1.77 -2.52 0.90